{"formula": "C32H38GeO2PS4Ti", "method": "wB97M-V/def2-TZVPD", "e_above_lowest_ev": 0.000, "fmax_ev_per_a": 0.65, "spin_multiplicity": 2, "s_squared": 0.76, "elements": ["Ti", "O", "S", "C", "C", "C", "C", "S", "O", "C", "C", "C", "C", "C", "C", "C", "C", "C", "C", "C", "C", "H", "H", "H", "H", "H", "H", "H", "H", "H", "H", "H", "H", "H", "H", "H", "H", "H", "H", "S", "P", "S", "C", "C", "C", "C", "C", "C", "C", "C", "C", "C", "C", "C", "H", "H", "H", "H", "H", "H", "H", "H", "H", "H", "C", "Ge", "C", "C", "C", "H", "H", "H", "H", "H", "H", "H", "H", "H", "H"], "xyz": [[0.219486, 0.788615, -0.031261], [1.891850, -0.167275, -0.871098], [2.545285, -1.489148, -1.190199], [1.461796, -2.843295, -0.644600], [0.206438, -3.149366, -1.449541], [-0.877789, -2.068017, -1.442976], [-1.798720, -2.124742, -0.229175], [-2.821722, -0.642701, -0.045112], [-1.853265, 0.524589, -0.035199], [-3.483774, -0.594840, -1.707408], [-4.448181, -1.525290, -2.071138], [-4.957919, -1.498193, -3.359109], [-4.516330, -0.536393, -4.260384], [-3.572049, 0.403235, -3.874070], [-3.048255, 0.381482, -2.587769], [2.378280, -1.661046, -2.957706], [1.651012, -0.719578, -3.665722], [1.531747, -0.862130, -5.041647], [2.136913, -1.930904, -5.686507], [2.878790, -2.858518, -4.964109], [3.010990, -2.722140, -3.591851], [1.253654, -2.595302, 0.400371], [2.139769, -3.701563, -0.643984], [-0.207485, -4.081529, -1.053090], [0.487942, -3.361004, -2.482287], [-1.476840, -2.166768, -2.348999], [-0.406999, -1.078502, -1.509117], [-1.264569, -2.185777, 0.723341], [-2.504589, -2.956842, -0.289162], [-4.802018, -2.259454, -1.356043], [-5.706965, -2.219759, -3.656814], [-4.921967, -0.513247, -5.263233], [-3.241403, 1.161175, -4.572105], [-2.318760, 1.112934, -2.261209], [1.202712, 0.118971, -3.147967], [0.970922, -0.129141, -5.606475], [2.043584, -2.036839, -6.759145], [3.363573, -3.681680, -5.471550], [3.602797, -3.430178, -3.023108], [-2.530364, -0.845242, 3.123200], [-0.666875, -0.370760, 3.516659], [0.683958, -0.703124, 2.016759], [-0.502849, 1.340336, 4.113845], [-1.156907, 1.656388, 5.306148], [-1.098820, 2.942859, 5.810184], [-0.393931, 3.926363, 5.124224], [0.253181, 3.615679, 3.940336], [0.204266, 2.321499, 3.435746], [0.003264, -1.334714, 4.914245], [1.284695, -1.051999, 5.384909], [1.806984, -1.767255, 6.448040], [1.053799, -2.771211, 7.047307], [-0.220164, -3.053407, 6.581507], [-0.747751, -2.333496, 5.515755], [-1.716218, 0.890780, 5.831293], [-1.605294, 3.182808, 6.736261], [-0.351703, 4.934329, 5.517290], [0.802041, 4.377376, 3.400925], [0.720873, 2.088570, 2.513580], [1.870543, -0.271767, 4.913040], [2.801195, -1.543556, 6.813114], [1.462660, -3.329662, 7.879905], [-0.808478, -3.832338, 7.049543], [-1.744578, -2.535408, 5.143899], [1.598834, 5.305602, -1.510825], [1.415325, 3.363292, -1.711182], [0.490096, 3.039727, -3.435710], [3.228146, 2.625717, -1.954442], [0.473860, 2.621249, -0.205643], [2.102388, 5.744884, -2.373806], [2.179935, 5.535568, -0.616863], [0.616448, 5.768216, -1.408684], [1.192736, 3.041258, -4.272253], [-0.264413, 3.807254, -3.616928], [-0.022086, 2.074119, -3.408592], [3.846092, 3.326450, -2.519430], [3.196848, 1.682835, -2.503294], [3.696906, 2.441245, -0.987750], [0.097445, 3.389684, 0.474862]], "forces_ev_per_angstrom": [[-0.460, 0.095, 0.449], [-0.118, -0.108, 0.015], [0.061, 0.009, -0.028], [0.011, -0.059, 0.001], [-0.030, -0.013, 0.012], [-0.004, 0.024, 0.052], [0.055, -0.032, -0.069], [-0.133, -0.001, -0.078], [0.322, -0.031, -0.048], [0.055, 0.053, -0.033], [0.017, 0.010, 0.015], [0.002, 0.010, -0.006], [-0.009, -0.004, -0.006], [-0.003, 0.002, -0.003], [-0.014, -0.015, -0.015], [0.003, 0.017, -0.026], [0.005, -0.010, 0.019], [0.011, -0.007, -0.005], [0.000, -0.002, 0.002], [-0.005, 0.007, 0.001], [-0.005, 0.010, 0.025], [0.001, 0.006, -0.010], [-0.018, -0.011, -0.005], [0.008, -0.005, -0.002], [0.005, 0.003, -0.001], [0.002, 0.016, -0.004], [-0.061, -0.073, -0.117], [-0.021, 0.015, -0.014], [0.022, -0.019, 0.027], [-0.003, -0.005, -0.003], [-0.003, -0.002, -0.003], [0.000, -0.001, -0.003], [0.002, 0.005, 0.000], [-0.002, -0.002, -0.007], [-0.002, -0.001, -0.007], [-0.002, 0.003, 0.004], [-0.002, 0.001, -0.002], [0.000, 0.000, -0.003], [0.003, -0.006, -0.006], [-0.083, -0.032, 0.078], [0.190, -0.094, -0.018], [0.177, 0.139, 0.021], [-0.081, -0.024, 0.018], [-0.010, -0.007, -0.041], [0.002, 0.007, 0.007], [-0.005, 0.008, 0.011], [0.008, 0.015, -0.001], [0.031, -0.024, 0.000], [-0.018, 0.033, -0.014], [-0.001, 0.013, -0.015], [0.002, -0.010, 0.010], [-0.003, 0.001, -0.001], [0.004, -0.002, 0.002], [-0.010, 0.003, -0.010], [-0.006, 0.005, 0.002], [0.000, -0.002, 0.000], [-0.001, -0.001, 0.000], [-0.004, -0.009, -0.004], [0.015, -0.005, -0.017], [0.001, 0.001, 0.002], [0.001, 0.003, -0.003], [0.001, 0.001, -0.001], [-0.006, 0.000, -0.003], [-0.005, -0.007, 0.004], [0.009, 0.050, -0.004], [0.006, -0.099, 0.011], [0.002, -0.002, -0.001], [0.011, -0.006, -0.023], [0.072, 0.133, -0.076], [0.000, 0.002, -0.003], [-0.001, 0.004, -0.001], [-0.001, 0.004, 0.004], [-0.007, 0.018, -0.016], [-0.017, -0.008, 0.006], [0.007, -0.008, -0.018], [0.006, -0.006, -0.010], [0.013, -0.007, 0.009], [0.006, 0.010, 0.001], [0.008, 0.026, -0.023]], "mulliken_spin": [0.9568, -0.0662, -0.0060, 0.0021, 0.0099, -0.1194, -0.0089, 0.0064, -0.0254, -0.0066, -0.0012, 0.0004, -0.0005, 0.0074, 0.0370, 0.0203, -0.0267, 0.0130, -0.0002, 0.0002, -0.0001, -0.0023, 0.0003, 0.0017, 0.0004, 0.0008, 0.1609, -0.0021, 0.0023, 0.0001, 0.0001, 0.0000, 0.0004, -0.0196, 0.0120, -0.0001, 0.0000, 0.0000, 0.0004, -0.0022, 0.0065, 0.0185, -0.0100, -0.0025, 0.0004, 0.0007, 0.0076, 0.0163, 0.0003, -0.0012, 0.0003, -0.0002, 0.0002, 0.0004, 0.0000, 0.0001, 0.0000, 0.0007, -0.0014, -0.0002, 0.0000, 0.0000, 0.0000, -0.0001, -0.0023, 0.0112, 0.0023, 0.0004, -0.0313, -0.0005, 0.0001, 0.0002, 0.0034, 0.0015, 0.0160, 0.0007, -0.0016, 0.0007, 0.0175]}